No. 1
An isolated molecule of C18H20N2O8S2. Source: the OMol25 dataset; level of theory: the ωB97M-V functional and the def2-TZVPD basis.

Last columns: bonded neighbours and bond lengths (Å).
Cartesian coordinates (Å):
1 C -1.89275 3.97580 -0.97380  H2 1.093, H3 1.095, H4 1.088, O5 1.413
2 H -1.45035 4.34402 -1.90283  C1 1.093
3 H -1.31674 4.34070 -0.11763  C1 1.095
4 H -2.91901 4.33087 -0.90111  C1 1.088
5 O -1.98229 2.56583 -0.96718  C1 1.413, C6 1.348
6 C -0.85870 1.83502 -1.11315  O5 1.348, C7 1.393, C11 1.395
7 C 0.42989 2.36332 -1.15695  C6 1.393, C8 1.395, H50 1.077
8 C 1.52806 1.50404 -1.17928  C7 1.395, C9 1.397, O45 1.339
9 C 1.32452 0.12149 -1.17594  C8 1.397, C10 1.375, S29 1.790
10 C 0.05159 -0.39887 -1.19392  C9 1.375, C11 1.379, H28 1.077
11 C -1.03310 0.45200 -1.17428  C6 1.395, C10 1.379, S12 1.791
12 S -2.69100 -0.21729 -1.06389  C11 1.791, O13 1.429, O14 1.430, N15 1.668
13 O -3.54975 0.41308 -2.01669  S12 1.429
14 O -2.59808 -1.64451 -1.06753  S12 1.430
15 N -3.22992 0.24077 0.44668  S12 1.668, H16 1.008, C17 1.450
16 H -3.43633 1.22762 0.46266  N15 1.008
17 C -2.45255 -0.24117 1.57166  N15 1.450, C18 1.496, H26 1.091, H27 1.096
18 C -1.23684 0.58025 1.86494  C17 1.496, C19 1.366, O22 1.350
19 C -1.09685 1.88323 2.24873  C18 1.366, C20 1.417, H25 1.071
20 C 0.29719 2.12758 2.32297  C19 1.417, C21 1.360, H24 1.071
21 C 0.90245 0.95784 1.98299  C20 1.360, O22 1.344, H23 1.073
22 O -0.01874 0.02087 1.70251  C18 1.350, C21 1.344
23 H 1.93335 0.67649 1.88117  C21 1.073
24 H 0.77480 3.04359 2.60549  C20 1.071
25 H -1.88499 2.57677 2.46260  C19 1.071
26 H -2.14115 -1.25451 1.31206  C17 1.091
27 H -3.10976 -0.27537 2.44752  C17 1.096
28 H -0.12140 -1.46149 -1.19274  C10 1.077
29 S 2.78774 -0.87755 -0.91993  C9 1.790, O30 1.430, O31 1.437, N32 1.662
30 O 3.62344 -0.87367 -2.08081  S29 1.430
31 O 3.34214 -0.47921 0.34471  S29 1.437
32 N 2.14301 -2.40391 -0.78789  S29 1.662, H33 1.006, C34 1.454
33 H 2.55838 -3.06239 -1.42499  N32 1.006
34 C 1.81980 -2.91959 0.53240  N32 1.454, C35 1.492, H43 1.091, H44 1.096
35 C 0.59112 -3.76504 0.47880  C34 1.492, C36 1.365, O39 1.350
36 C 0.41945 -5.10562 0.28856  C35 1.365, C37 1.417, H42 1.071
37 C -0.97954 -5.32616 0.26246  C36 1.417, C38 1.360, H41 1.070
38 C -1.55238 -4.10523 0.43736  C37 1.360, O39 1.341, H40 1.071
39 O -0.61180 -3.15826 0.57024  C35 1.350, C38 1.341
40 H -2.57340 -3.78163 0.44910  C38 1.071
41 H -1.48072 -6.26307 0.13313  C37 1.070
42 H 1.18971 -5.84255 0.18573  C36 1.071
43 H 1.64043 -2.04480 1.15899  C34 1.091
44 H 2.65182 -3.49559 0.95394  C34 1.096
45 O 2.81032 1.89022 -1.18029  C8 1.339, C46 1.412
46 C 3.12535 3.26481 -1.10963  O45 1.412, H47 1.088, H48 1.094, H49 1.094
47 H 4.21235 3.30968 -1.09869  C46 1.088
48 H 2.73323 3.71581 -0.19330  C46 1.094
49 H 2.74828 3.80662 -1.98231  C46 1.094
50 H 0.57971 3.42911 -1.13264  C7 1.077

Results
Frontier orbital gap, eV: 8.98
Relative energy (zero: lowest compared OMol25 entry of this formula, charge and spin), kJ/mol: 0.0
HOMO energy, eV: -8.6
Structure (SMILES): COc1cc(OC)c(S(=O)(=O)NCc2ccco2)cc1S(=O)(=O)NCc1ccco1
E_LUMO, eV: 0.347
E_tot, hartree: -2205.63293
Spin multiplicity: 1

=====

No. 2
An isolated molecule of C18H20N2OS. Source: the OMol25 dataset; level of theory: the ωB97M-V functional and the def2-TZVPD basis.

Last columns: bonded neighbours and bond lengths (Å).
Cartesian coordinates (Å):
1 O -3.38551 -0.80212 -2.51078  C4 1.220
2 N -0.57422 2.62087 2.58034  C11 1.391, C12 1.338
3 S 2.54005 0.37017 4.83367  C5 1.731, C8 1.758
4 C -2.22813 -0.46475 -2.32542  O1 1.220, C18 1.558, C22 1.612
5 C 3.52904 -1.05034 4.80404  S3 1.731, C10 1.365, H23 1.069
6 C 2.40452 -1.24065 2.79575  C8 1.369, C10 1.454, H24 1.040
7 C -2.28002 2.46049 0.83459  C9 1.376, C12 1.398, H25 1.097
8 C 1.82519 -0.10687 3.29997  S3 1.758, C6 1.369, C14 1.466
9 C -2.62684 1.48577 -0.07248  C7 1.376, N16 1.435, H26 1.075
10 C 3.46677 -1.76185 3.64095  C5 1.365, C6 1.454, C17 1.513
11 C 0.35684 1.80221 3.20996  N2 1.391, C14 1.377, H27 1.119
12 C -1.18545 1.99341 1.56895  N2 1.338, C7 1.398, C15 1.352
13 C 0.08651 0.01612 1.53163  C14 1.410, C15 1.329, H28 1.089
14 C 0.73731 0.61251 2.63123  C8 1.466, C11 1.377, C13 1.410
15 C -0.89975 0.77341 1.06206  C12 1.352, C13 1.329, N16 1.367
16 N -1.60545 0.47805 -0.07051  C9 1.435, C15 1.367, C18 1.488
17 C 4.23608 -3.00286 3.24633  C10 1.513, H29 1.022, H30 1.100, H31 1.132
18 C -1.69810 -0.76002 -0.89072  C4 1.558, N16 1.488, H32 1.122, H33 1.065
19 C 0.02853 0.66808 -2.98414  C22 1.563, H34 1.171, H35 1.089, H36 1.147
20 C -2.14281 1.37404 -4.00979  C22 1.453, H37 1.085, H38 1.110, H39 1.125
21 C -1.23556 -0.73905 -4.69087  C22 1.550, H40 1.091, H41 1.133, H42 1.125
22 C -1.38382 0.24399 -3.50208  C4 1.612, C19 1.563, C20 1.453, C21 1.550
23 H 4.30545 -1.07942 5.53864  C5 1.069
24 H 2.05172 -1.81326 2.00203  C6 1.040
25 H -2.73261 3.43646 1.04698  C7 1.097
26 H -3.40795 1.59753 -0.80223  C9 1.075
27 H 0.79551 2.04832 4.20971  C11 1.119
28 H 0.39166 -0.95503 1.14369  C13 1.089
29 H 4.93683 -3.26205 3.94332  C17 1.022
30 H 3.55750 -3.86827 3.24346  C17 1.100
31 H 4.84766 -3.09846 2.29842  C17 1.132
32 H -2.43935 -1.44781 -0.40534  C18 1.122
33 H -0.75989 -1.25701 -0.98045  C18 1.065
34 H -0.13659 1.42899 -2.10896  C19 1.171
35 H 0.68769 -0.14612 -2.68836  C19 1.089
36 H 0.57750 1.33966 -3.73528  C19 1.147
37 H -3.06121 0.99127 -4.44138  C20 1.085
38 H -1.64096 1.89604 -4.85061  C20 1.110
39 H -2.38584 2.09118 -3.17718  C20 1.125
40 H -0.82399 -0.17784 -5.53126  C21 1.091
41 H -2.20323 -1.09888 -5.15726  C21 1.133
42 H -0.52507 -1.59593 -4.53064  C21 1.125

Results
Frontier orbital gap, eV: 8.00
Relative energy (zero: lowest compared OMol25 entry of this formula, charge and spin), kJ/mol: 305.8
HOMO energy, eV: -7.8
Structure (SMILES): Cc1csc(-c2cnc3ccn(CC(=O)C(C)(C)C)c3c2)c1
E_LUMO, eV: 0.214
E_tot, hartree: -1280.76665
Spin multiplicity: 1

=====

No. 3
An isolated molecule of C18H20N4O5. Source: the OMol25 dataset; level of theory: the ωB97M-V functional and the def2-TZVPD basis.

Last columns: bonded neighbours and bond lengths (Å).
Cartesian coordinates (Å):
1 C -5.56027 -3.48947 -0.19529  C2 1.493, H45 1.089, H46 1.085, H47 1.088
2 C -5.30100 -2.03247 0.00124  C1 1.493, N3 1.312, C7 1.403
3 N -4.35676 -1.48142 -0.72474  C2 1.312, C4 1.325
4 C -4.07003 -0.19247 -0.61198  N3 1.325, C5 1.402, N42 1.444
5 C -4.69018 0.65719 0.31522  C4 1.402, C6 1.409, O10 1.345
6 C -5.72413 0.06449 1.06696  C5 1.409, C7 1.371, H9 1.079
7 C -6.03908 -1.26074 0.91069  C2 1.403, C6 1.371, H8 1.079
8 H -6.83100 -1.71063 1.48920  C7 1.079
9 H -6.24055 0.69136 1.77703  C6 1.079
10 O -4.45640 1.94644 0.62046  C5 1.345, C11 1.408
11 C -3.25015 2.59068 0.28452  O10 1.408, H12 1.095, H13 1.098, C14 1.541
12 H -3.23388 3.48958 0.90943  C11 1.095
13 H -3.23809 2.87794 -0.77487  C11 1.098
14 C -2.03088 1.71153 0.62186  C11 1.541, O15 1.213, N16 1.348
15 O -2.14189 0.75297 1.35643  C14 1.213
16 N -0.90372 2.13203 0.01305  C14 1.348, C17 1.406, H41 1.011
17 C 0.37382 1.54480 0.03700  N16 1.406, C18 1.391, C22 1.390
18 C 0.64804 0.34627 0.68677  C17 1.391, C19 1.378, H40 1.076
19 C 1.92080 -0.17975 0.65551  C18 1.378, C20 1.399, H39 1.079
20 C 2.96418 0.45687 -0.02585  C19 1.399, C21 1.398, N25 1.389
21 C 2.67338 1.66192 -0.67130  C20 1.398, C22 1.380, H24 1.078
22 C 1.40089 2.19444 -0.63720  C17 1.390, C21 1.380, H23 1.082
23 H 1.19975 3.12152 -1.15658  C22 1.082
24 H 3.43503 2.18585 -1.22640  C21 1.078
25 N 4.24457 -0.08059 0.01455  C20 1.389, C26 1.451, C32 1.447
26 C 4.43641 -1.48939 -0.27573  N25 1.451, H27 1.088, C28 1.529, H38 1.103
27 H 3.59071 -2.07147 0.08368  C26 1.088
28 C 5.72398 -1.96697 0.39688  C26 1.529, H29 1.091, O30 1.409, H37 1.101
29 H 5.93190 -3.00696 0.14051  C28 1.091
30 O 6.83218 -1.21980 -0.04883  C28 1.409, C31 1.407
31 C 6.64332 0.14800 0.22069  O30 1.407, C32 1.534, H35 1.091, H36 1.101
32 C 5.37566 0.69621 -0.44585  N25 1.447, C31 1.534, H33 1.090, H34 1.102
33 H 5.25137 1.73727 -0.14641  C32 1.090
34 H 5.49004 0.64030 -1.54057  C32 1.102
35 H 7.52801 0.66059 -0.16080  C31 1.091
36 H 6.56998 0.30606 1.30793  C31 1.101
37 H 5.62324 -1.87049 1.48881  C28 1.101
38 H 4.53045 -1.64217 -1.36366  C26 1.103
39 H 2.10953 -1.09956 1.18643  C19 1.079
40 H -0.13541 -0.16849 1.21592  C18 1.076
41 H -0.97483 2.94083 -0.58977  N16 1.011
42 N -3.06603 0.21246 -1.56692  C4 1.444, O43 1.223, O44 1.206
43 O -3.21334 1.29903 -2.10802  N42 1.223
44 O -2.16042 -0.54830 -1.80361  N42 1.206
45 H -6.57666 -3.64841 -0.55171  C1 1.089
46 H -4.85780 -3.88547 -0.92165  C1 1.085
47 H -5.44470 -4.02161 0.74700  C1 1.088

Results
Frontier orbital gap, eV: 7.40
Relative energy (zero: lowest compared OMol25 entry of this formula, charge and spin), kJ/mol: 289.6
HOMO energy, eV: -7.6
Structure (SMILES): Cc1ccc(OCC(=O)Nc2ccc(N3CCOCC3)cc2)c([N+](=O)[O-])n1
E_LUMO, eV: -0.171
E_tot, hartree: -1293.03030
Spin multiplicity: 1

=====

No. 4
An isolated molecule of C18H20N6O8. Source: the OMol25 dataset; level of theory: the ωB97M-V functional and the def2-TZVPD basis.

Last columns: bonded neighbours and bond lengths (Å).
Cartesian coordinates (Å):
1 C 4.36690 2.03448 1.19648  O2 1.445, H16 1.085, H17 1.091, H18 1.092
2 O 3.92342 0.74473 1.67493  C1 1.445, C3 1.325
3 C 2.71093 0.44693 1.23051  O2 1.325, O4 1.249, C5 1.507
4 O 2.11884 1.28075 0.51411  C3 1.249
5 C 2.17903 -0.88704 1.68746  C3 1.507, C6 1.534, N9 1.459, H19 1.106
6 C 3.24469 -1.98813 1.61779  C5 1.534, C7 1.529, H20 1.104, H21 1.100
7 C 2.53396 -3.24089 1.10359  C6 1.529, C8 1.516, H22 1.094, H23 1.094
8 C 1.10193 -2.84534 0.80274  C7 1.516, N9 1.464, H24 1.089, H25 1.093
9 N 1.06579 -1.38375 0.88574  C5 1.459, C8 1.464, C10 1.363
10 C -0.16213 -0.79661 0.96206  N9 1.363, C11 1.601, C15 1.556
11 C -0.48553 0.51162 0.09834  C10 1.601, C12 1.509, H26 1.077, C45 1.461
12 C -1.75703 1.10578 0.65257  C11 1.509, C13 1.484, H27 1.090, H28 1.111
13 C -2.50571 0.73225 1.87848  C12 1.484, C14 1.518, H29 1.091, H30 1.096
14 C -1.63995 0.09346 2.94879  C13 1.518, C15 1.540, H31 1.104, H32 1.111
15 C -0.87382 -1.08325 2.31535  C10 1.556, C14 1.540, H33 1.116, H34 1.114
16 H 5.36499 2.15404 1.60500  C1 1.085
17 H 4.38543 2.04214 0.10520  C1 1.091
18 H 3.70055 2.82097 1.55620  C1 1.092
19 H 1.85856 -0.74291 2.73602  C5 1.106
20 H 4.06816 -1.68267 0.94949  C6 1.104
21 H 3.67337 -2.09641 2.62455  C6 1.100
22 H 3.03828 -3.60834 0.20521  C7 1.094
23 H 2.57624 -4.03071 1.85904  C7 1.094
24 H 0.77658 -3.19218 -0.17735  C8 1.089
25 H 0.43669 -3.29075 1.54634  C8 1.093
26 H 0.44304 0.99389 0.35197  C11 1.077
27 H -1.47001 2.15668 0.61959  C12 1.090
28 H -2.57643 1.01347 -0.09130  C12 1.111
29 H -3.00672 1.61939 2.26825  C13 1.091
30 H -3.30032 0.01867 1.63323  C13 1.096
31 H -0.92446 0.82561 3.36152  C14 1.104
32 H -2.26115 -0.25225 3.80276  C14 1.111
33 H -1.55305 -1.96259 2.21611  C15 1.116
34 H -0.13701 -1.42697 3.07667  C15 1.114
35 O -4.22493 -0.46502 -5.23052  N36 1.213
36 N -3.85436 0.32490 -4.38790  O35 1.213, C37 1.389, O40 1.388
37 C -2.84791 0.29507 -3.43122  N36 1.389, C38 1.408, C51 1.424
38 C -2.87234 1.54902 -2.79177  C37 1.408, N39 1.386, C41 1.423
39 N -3.93633 2.31358 -3.24292  C38 1.386, O40 1.380
40 O -4.50366 1.54256 -4.23716  N36 1.388, N39 1.380
41 C -1.82712 1.90005 -1.89163  C38 1.423, N42 1.472, C45 1.678
42 N -1.45543 3.28723 -1.56756  C41 1.472, O43 1.246, O44 1.268
43 O -2.00652 4.30734 -2.02520  N42 1.246
44 O -0.55647 3.45902 -0.68972  N42 1.268
45 C -0.66362 0.83647 -1.31541  C11 1.461, C41 1.678, C46 1.482, H52 1.127
46 C -0.82353 -0.33428 -2.20912  C45 1.482, N47 1.368, C51 1.419
47 N 0.25218 -1.14838 -2.43656  C46 1.368, O48 1.226, O49 1.388
48 O 1.35858 -1.19281 -1.90993  N47 1.226
49 O -0.05621 -1.93382 -3.53884  N47 1.388, N50 1.412
50 N -1.33623 -1.62532 -4.04942  O49 1.412, C51 1.382
51 C -1.79075 -0.63086 -3.20420  C37 1.424, C46 1.419, N50 1.382
52 H 0.23058 1.43122 -1.65838  C45 1.127

Results
Frontier orbital gap, eV: 4.14
Relative energy (zero: lowest compared OMol25 entry of this formula, charge and spin), kJ/mol: 372.4
HOMO energy, eV: -7.2
E_LUMO, eV: -3.037
E_tot, hartree: -1627.74022
Spin multiplicity: 1